Formula: C19H38Cl3F3N6O5S
Source: the Open Molecules 2025 dataset
Level of theory: the ωB97M-V functional and the def2-TZVPD basis

HOMO level in eV: -6.136
LUMO in eV: -0.99

Positions of all 75 atoms, in Å:
C -2.5446 -1.3623 -0.9492
C -1.1101 -0.9336 -1.1498
O -0.2440 -1.7139 -1.4076
N -0.7527 0.5413 -1.0398
H -1.0788 0.9093 -0.1326
H 0.2760 0.5732 -1.0485
C -1.3618 1.2014 -2.2530
H -2.5512 -2.3777 -1.3398
H -3.3377 -0.8375 -1.4727
H -2.6966 -1.3696 0.1325
H -0.9749 0.6329 -3.0942
H -1.2146 2.2706 -2.3192
H -2.4397 1.0833 -2.1560
C -3.8090 6.4966 -0.4896
C -2.9561 5.6693 0.4243
O -2.5983 5.9130 1.5199
N -2.3823 4.4279 -0.2298
H -2.3464 3.6744 0.4957
H -3.1194 4.0796 -0.8482
C -1.1008 4.6300 -0.9710
H -3.2501 6.7967 -1.3813
H -4.1913 7.3970 -0.0220
H -4.6233 5.9032 -0.9132
H -1.1053 4.0583 -1.8959
H -0.2321 4.2700 -0.4271
H -0.9799 5.6660 -1.2784
C 1.1449 3.3769 2.2882
C 1.4732 1.9765 1.8125
N 2.8873 1.6412 1.9778
C 3.5182 1.2487 3.1266
C 4.8429 1.1594 2.8510
N 4.9964 1.4563 1.5136
C 3.7827 1.7009 0.9950
C 6.2527 1.4490 0.7954
H 0.0556 3.4083 2.3402
H 1.4254 4.0529 1.4766
H 1.6215 3.6496 3.2255
H 1.1445 1.7420 0.7983
H 0.8778 1.2144 2.3266
H 2.9745 1.1792 4.0532
H 5.6401 0.8937 3.5226
H 3.5717 2.0804 -0.0017
H 6.6603 0.4391 0.8123
H 6.9232 2.1423 1.3016
H 6.1732 1.7639 -0.2413
C 0.8990 -6.8690 -1.2921
C 1.2103 -6.3156 0.0980
N 2.0352 -5.1091 -0.0088
C 3.4151 -5.0813 -0.1635
C 3.8151 -3.7820 -0.2270
N 2.6566 -3.0343 -0.1658
C 1.6221 -3.8382 -0.0120
C 2.5394 -1.6028 -0.3519
H 0.4731 -6.1599 -1.9989
H 0.1900 -7.6904 -1.1723
H 1.7702 -7.3306 -1.7606
H 1.7861 -7.0262 0.6850
H 0.2556 -6.1004 0.5720
H 3.9868 -5.9930 -0.1734
H 4.7724 -3.3022 -0.3142
H 0.5979 -3.5104 0.0685
H 2.8902 -1.2637 -1.3251
H 2.9436 -0.9622 0.4303
H 1.4828 -1.3535 -0.3742
Cl -1.4025 0.5153 -5.8575
Cl -2.0332 1.7938 1.5014
Cl 2.3323 1.9857 -1.2634
C -6.5543 -3.4127 -0.3104
F -5.8724 -4.5038 0.0886
F -6.2466 -3.1163 -1.5838
F -7.8579 -3.7335 -0.3258
S -6.2770 -2.0257 0.9443
O -7.1635 -0.9791 0.5088
O -6.6408 -2.6607 2.2086
O -4.8671 -1.7124 0.8477

Force components x, y, z for each atom (eV/Å):
1.036 -0.162 -0.141
-1.459 -0.070 -0.456
0.574 0.354 0.238
0.286 -1.229 -0.530
-0.654 0.519 0.569
0.071 0.523 -0.377
-0.538 -0.486 0.348
-0.156 -0.097 0.266
0.163 0.482 0.297
-0.553 0.078 -0.010
-0.199 0.496 -0.688
0.820 -0.233 0.092
0.051 -0.304 -0.167
-0.144 -0.279 -0.564
0.516 0.703 -0.388
-0.062 0.009 0.364
-1.125 -0.064 -0.251
0.687 -0.604 0.471
0.279 -0.039 -0.309
0.364 -0.163 -0.683
0.298 -0.036 0.157
0.023 -0.158 0.282
-0.153 -0.023 0.292
-0.280 0.034 0.098
-0.227 0.154 0.451
-0.074 0.106 0.351
-0.395 -0.249 -1.192
-1.055 -1.142 0.740
0.181 -0.480 -1.023
0.041 0.467 0.414
-0.209 -0.253 0.367
-0.897 -0.336 0.120
1.604 0.961 1.484
0.552 -0.023 0.145
0.038 0.155 0.383
0.266 0.296 0.303
-0.062 -0.007 0.042
0.667 0.778 -0.045
0.281 0.201 0.709
0.093 -0.182 0.017
0.162 0.023 -0.189
0.139 -0.214 -0.043
0.146 0.078 0.028
0.155 -0.144 -0.053
-0.493 0.044 0.068
0.174 -0.905 -0.014
-0.199 -0.112 -1.067
0.685 1.099 0.198
0.060 -0.144 0.286
-0.752 -0.368 -0.159
0.463 0.299 0.193
-0.509 -0.625 -0.085
-0.785 1.276 -0.178
-0.033 0.245 0.261
-0.106 0.107 -0.010
0.135 0.222 0.035
-0.191 -0.056 0.122
0.266 0.336 0.377
0.023 0.031 -0.021
0.065 -0.174 -0.097
-0.003 -0.017 -0.093
0.335 -0.277 0.035
0.546 -0.546 0.179
0.071 -0.255 0.008
0.068 0.060 0.527
0.240 0.436 -0.509
-1.509 -0.115 -1.946
-0.577 0.530 0.820
0.106 0.050 -0.521
0.538 -0.051 0.257
0.030 -0.154 0.111
-0.518 -0.471 1.248
-0.141 0.102 -0.419
0.148 0.116 -1.012
0.610 -0.124 -0.516



Formula: C19H38ClFO7S
Source: the Open Molecules 2025 dataset
Level of theory: the ωB97M-V functional and the def2-TZVPD basis

HOMO level in eV: -9.783
Energy relative to the best compared isomer or geometry (same formula, charge and spin) in kJ/mol: 372.7
LUMO in eV: -0.72

Positions of all 67 atoms, in Å:
C -1.0819 1.4649 0.9284
C -2.3945 0.8006 0.2496
C -2.9311 -0.5123 1.0616
C -1.6810 -1.2269 1.7741
C -1.9459 -2.7341 2.2688
C -0.5872 -3.5969 2.2302
C 0.0488 -3.9363 3.6663
C 0.6559 -2.6809 4.4693
C 1.3281 -1.5426 3.5653
O 0.9077 -0.3062 4.2661
C 1.9428 -0.0613 5.2549
O 1.9844 0.8298 6.1126
O 3.0198 -1.0373 5.0501
C 2.9099 -1.2752 3.6319
Cl 3.0428 0.3909 2.8091
S 4.0863 -2.4277 2.7821
O 4.3578 -3.6951 3.5285
O 3.5357 -2.7652 1.4105
F 5.4812 -1.5070 2.4877
H -0.9448 2.5380 0.5246
H -1.1192 1.4900 2.0735
H -0.1608 0.8769 0.5586
H -2.0900 0.5479 -0.8327
H -3.1998 1.6259 0.2450
H -3.5218 -1.2290 0.3945
H -3.5829 -0.0783 1.9162
H -1.2916 -0.6296 2.6876
H -0.7888 -1.2739 1.0425
H -2.3706 -2.7970 3.3441
H -2.7362 -3.2506 1.5988
H -0.8441 -4.6171 1.7429
H 0.2336 -3.1453 1.5508
H 0.7911 -4.8194 3.5814
H -0.8169 -4.3463 4.3208
H -0.1506 -2.2717 5.1869
H 1.4834 -3.0978 5.1664
H 0.9629 -1.3553 2.5026
C -2.4289 -1.8316 -5.0681
C -3.2762 -0.8711 -4.2512
O -2.5188 0.1380 -3.5978
C -1.7619 1.0041 -4.4320
C -2.6081 1.7862 -5.4216
H -1.6714 -2.3058 -4.4376
H -3.0555 -2.6110 -5.5089
H -1.9055 -1.3243 -5.8815
H -3.7877 -1.4329 -3.4650
H -4.0604 -0.4172 -4.8657
H -0.9751 0.4419 -4.9462
H -1.2544 1.7091 -3.7692
H -3.1263 1.1308 -6.1241
H -1.9812 2.4685 -6.0023
H -3.3683 2.3712 -4.8965
C 3.9557 3.2027 -0.5731
C 2.8086 2.3044 -1.0031
O 1.5265 2.8595 -0.7490
C 1.2241 4.0908 -1.3901
C 1.2759 4.0143 -2.9063
H 3.8750 3.4450 0.4906
H 4.9136 2.7062 -0.7474
H 3.9639 4.1464 -1.1228
H 2.8576 1.3714 -0.4348
H 2.9000 2.0278 -2.0584
H 1.8792 4.8839 -1.0143
H 0.2093 4.3589 -1.0861
H 2.2752 3.7669 -3.2693
H 0.9894 4.9738 -3.3457
H 0.5929 3.2435 -3.2740

Force components x, y, z for each atom (eV/Å):
0.047 -0.027 -0.782
0.361 0.310 0.313
0.962 1.372 0.868
0.209 -0.661 0.145
0.146 -0.162 -0.086
0.158 -1.109 -0.116
-0.801 -0.371 0.122
0.931 -1.654 -0.002
-1.280 0.691 -0.123
3.070 -0.123 2.577
-0.713 2.041 1.475
-0.372 -4.211 -3.840
-0.665 1.295 -1.380
-1.795 1.883 1.139
0.992 -1.281 -0.336
0.318 -5.248 -3.874
-0.170 4.605 -0.765
1.407 2.491 4.285
-2.779 -1.610 1.229
-0.235 -1.712 0.722
0.042 0.000 -1.690
-1.303 0.996 0.887
-0.754 0.304 1.604
1.035 -1.499 -0.201
0.843 1.028 1.007
0.689 -1.011 -1.477
-0.834 -0.763 -1.577
-1.467 0.068 0.913
0.622 0.340 -1.683
1.336 0.915 0.950
0.509 1.594 0.831
-1.455 -0.556 0.999
-0.962 1.676 0.005
1.421 0.624 -1.004
1.367 -0.115 -1.589
-1.317 0.723 -1.070
0.404 -0.822 1.476
0.150 0.006 -0.065
0.069 -0.028 -0.056
0.010 0.031 0.235
-0.072 -0.018 -0.094
-0.130 0.007 -0.063
-0.101 0.022 -0.024
0.031 0.057 0.054
-0.091 -0.039 -0.021
0.115 0.203 0.076
0.024 -0.011 -0.083
-0.023 0.000 -0.075
-0.106 -0.178 0.146
0.080 0.025 -0.037
-0.036 -0.056 0.074
0.093 -0.024 -0.019
0.014 0.146 0.029
0.056 0.076 0.009
-0.169 -0.069 0.115
0.096 -0.044 -0.078
0.057 -0.062 -0.111
0.011 -0.062 -0.074
-0.082 0.011 0.023
0.051 -0.070 -0.035
-0.202 0.089 -0.011
0.055 0.053 -0.040
0.048 0.016 -0.067
0.068 -0.185 0.132
-0.009 0.082 0.003
0.004 -0.081 0.059
0.023 0.077 0.048